1.
2 unconnected molecules or ions with the total composition C2H5BrClN in a non-equilibrium geometry, computed with ωB97M-V/def2-TZVPD.

Each line ends with the Löwdin charge.
CARTESIAN COORDINATES (ANGSTROEM)
C -0.48 0.30 1.10  -0.634
C -0.04 -0.69 0.14  -0.665
N 0.76 0.95 -1.67  0.016
Cl -1.21 -1.56 -0.80  0.638
Br -0.44 -0.62 2.89  0.570
H -1.61 0.40 0.89  0.076
H 0.02 1.23 1.39  0.058
H 0.97 -1.14 0.34  0.080
H 1.71 0.71 -1.88  -0.071
H 0.33 0.42 -2.41  -0.068

Calculated total energy (eV): -86206.011
Orbital gap (eV): 7.04
Max |F| (eV/Å): 4.089
Net charge: 0

***

2.
A gas-phase ion, C2H5BrN3 (charge +1) in a non-equilibrium geometry, computed with ωB97M-V/def2-TZVPD.

Each line ends with the Löwdin charge.
CARTESIAN COORDINATES (ANGSTROEM)
Br -2.81 0.53 0.32  0.534
C -0.86 -0.01 -0.77  -0.357
N -0.54 -1.44 -0.53  0.059
N 0.40 -1.57 0.16  0.033
C 1.01 -0.37 0.59  -0.119
N 0.22 0.71 -0.11  0.074
H -1.00 0.30 -1.73  0.076
H 0.93 -0.36 1.74  0.179
H 2.16 -0.46 0.43  0.184
H -0.30 1.30 0.57  0.136
H 0.79 1.36 -0.67  0.200

Calculated total energy (eV): -76657.509
Orbital gap (eV): 8.95
Max |F| (eV/Å): 5.155
SMILES: Br[C@@H]1N=NC[NH2+]1
Net charge: +1

***

3.
2 unconnected molecules or ions with the total composition C2H5BrN3 in a non-equilibrium geometry, computed with ωB97M-V/def2-TZVPD.

Each line ends with the Löwdin charge.
CARTESIAN COORDINATES (ANGSTROEM)
C -0.73 -0.67 -0.42  -0.090
C 1.52 -0.48 0.37  -0.773
N -0.04 -1.93 -0.21  0.074
N 1.12 -1.80 0.17  -0.012
N 0.38 0.38 -0.29  0.069
Br 3.27 0.08 -0.07  0.851
H -1.11 -0.58 -1.40  0.127
H -1.53 -0.66 0.28  0.138
H 0.97 -0.33 1.97  0.295
H 0.63 0.89 -1.18  0.200
H 0.14 0.97 0.47  0.120

Calculated total energy (eV): -76656.159
Orbital gap (eV): 9.48
Max |F| (eV/Å): 4.231
Net charge: +1

***

4.
2 unconnected molecules or ions with the total composition C2H5BrO in a non-equilibrium geometry, computed with ωB97M-V/def2-TZVPD.

Each line ends with the Löwdin charge.
CARTESIAN COORDINATES (ANGSTROEM)
C 1.46 -0.97 0.17  -0.079
C 2.14 0.08 -0.26  -0.584
Br 4.06 0.07 -0.10  0.606
H 1.96 -1.87 0.42  0.037
H 0.45 -1.08 0.33  0.018
H 1.77 1.00 -0.37  -0.012
O -1.60 0.98 0.00  -0.071
H -1.80 1.53 0.75  0.024
H -2.42 0.44 -0.16  0.061

Calculated total energy (eV): -74243.756
Orbital gap (eV): 10.11
Max |F| (eV/Å): 4.307
SMILES: C=CBr.O
Net charge: 0

***

5.
2 unconnected molecules or ions with the total composition C2H5BrO in a non-equilibrium geometry, computed with ωB97M-V/def2-TZVPD.

Each line ends with the Löwdin charge.
CARTESIAN COORDINATES (ANGSTROEM)
C -0.65 -0.59 -0.04  -0.164
C 0.18 0.40 0.68  -0.603
O 1.97 0.31 -0.56  -0.218
Br 1.00 0.06 2.33  0.753
H -1.44 -0.81 0.68  0.088
H -1.13 -0.05 -0.94  0.124
H -0.11 -1.43 -0.31  0.048
H -0.20 1.44 0.58  0.083
H 2.07 -0.52 -0.19  -0.112

Calculated total energy (eV): -74241.751
Orbital gap (eV): 9.37
Max |F| (eV/Å): 4.955
Net charge: 0

***

6.
C2H5BrSe in the gas phase in a non-equilibrium geometry, computed with ωB97M-V/def2-TZVPD.

Each line ends with the Löwdin charge.
CARTESIAN COORDINATES (ANGSTROEM)
Se 1.28 -1.57 0.33  0.629
C 0.44 0.26 -0.21  -0.564
C -1.07 0.29 -0.04  -0.768
Br -1.69 -0.48 1.57  0.630
H 2.68 -1.28 -0.17  -0.166
H 0.67 0.57 -1.24  0.076
H 0.71 0.85 0.58  0.003
H -1.78 -0.05 -0.87  0.084
H -1.23 1.41 0.04  0.075

Calculated total energy (eV): -137542.803
Orbital gap (eV): 9.48
Max |F| (eV/Å): 3.245
SMILES: [SeH]CCBr
Net charge: 0

***

For the records above, the corresponding ΔE to the lowest compared entry with this formula, charge and spin values read 4.438 3.064 4.414 1.044 3.049 0.419 eV.